Below is a cluster of 16 separate species, C94H224N16O16 in total at a distorted geometry, with properties calculated with the ωB97M-V functional and the def2-TZVPD basis.

Last column: Mulliken charge in e.
Element x y z (Å)
1 C -6.437 8.166 -2.624  -2.12
2 C -6.301 6.891 -1.745  1.71
3 C -7.110 5.690 -2.462  -1.45
4 C -6.829 4.380 -1.777  -0.30
5 C -5.320 4.141 -1.981  -0.83
6 C -4.446 5.173 -1.326  2.87
7 N -4.880 6.519 -1.846  0.09
8 O -4.062 7.510 -1.223  -0.39
9 C -4.412 5.033 0.235  -0.48
10 C -3.030 5.015 -1.830  -1.82
11 C -6.819 7.154 -0.352  -1.45
12 H -7.492 8.325 -2.763  0.46
13 H -5.995 7.983 -3.618  0.39
14 H -6.096 9.117 -2.226  0.35
15 H -8.202 5.862 -2.427  0.46
16 H -6.704 5.735 -3.458  0.50
17 H -7.387 3.542 -2.228  0.43
18 H -7.108 4.441 -0.704  0.10
19 H -5.124 4.141 -3.063  0.32
20 H -5.021 3.136 -1.523  -0.53
21 H -4.002 5.914 0.712  0.63
22 H -5.367 4.710 0.576  -0.17
23 H -3.630 4.297 0.482  -0.70
24 H -2.402 5.811 -1.448  0.40
25 H -2.759 4.093 -1.351  -0.32
26 H -2.953 4.921 -2.924  0.29
27 H -7.914 7.443 -0.396  0.37
28 H -6.218 7.985 0.112  0.37
29 H -6.854 6.307 0.324  0.20
30 H -4.332 7.515 -0.297  0.36
31 C 2.605 -7.629 1.862  -1.57
32 C 1.657 -7.256 3.063  1.76
33 C 2.344 -6.409 4.158  -1.82
34 C 2.713 -5.020 3.597  -0.16
35 C 1.411 -4.332 3.212  -1.01
36 C 0.576 -5.098 2.158  3.06
37 N 0.456 -6.516 2.657  0.10
38 O -0.335 -7.308 1.786  -0.48
39 C -0.837 -4.549 2.066  -1.33
40 C 1.184 -4.904 0.681  0.04
41 C 1.172 -8.549 3.703  -1.92
42 H 3.304 -8.350 2.205  0.53
43 H 3.341 -6.898 1.597  0.36
44 H 2.136 -7.996 0.910  0.16
45 H 1.714 -6.291 5.033  0.32
46 H 3.204 -6.979 4.446  0.57
47 H 3.366 -5.115 2.684  0.01
48 H 3.282 -4.398 4.347  0.23
49 H 1.675 -3.348 2.874  -1.06
50 H 0.787 -4.242 4.069  0.85
51 H -1.285 -4.764 1.129  -0.09
52 H -1.396 -5.018 2.889  0.51
53 H -0.764 -3.462 2.240  -0.29
54 H 2.216 -5.162 0.523  0.54
55 H 0.501 -5.323 -0.039  -0.35
56 H 1.240 -3.778 0.588  -0.53
57 H 0.419 -8.316 4.523  0.37
58 H 2.050 -8.942 4.203  0.45
59 H 0.762 -9.208 2.959  0.40
60 H 0.072 -7.125 0.893  0.38
61 C 5.770 -0.342 2.871  -0.88
62 C 5.374 -0.707 1.445  2.87
63 C 5.060 0.427 0.454  0.47
64 C 6.281 1.095 -0.168  -1.06
65 C 7.193 -0.024 -0.691  -0.54
66 C 7.651 -1.092 0.288  2.03
67 N 6.351 -1.654 0.779  0.70
68 O 6.664 -2.751 1.704  -0.63
69 C 8.397 -2.144 -0.506  -1.95
70 C 8.605 -0.660 1.413  -1.93
71 C 4.075 -1.610 1.564  -0.89
72 H 4.904 0.050 3.384  -0.28
73 H 6.697 0.250 2.923  0.16
74 H 6.071 -1.261 3.401  0.50
75 H 4.400 0.102 -0.336  -0.60
76 H 4.426 1.123 1.073  -0.84
77 H 6.756 1.768 0.550  0.31
78 H 5.906 1.673 -1.023  0.57
79 H 8.115 0.343 -1.135  0.78
80 H 6.685 -0.480 -1.537  -0.77
81 H 9.309 -1.745 -1.029  0.39
82 H 8.894 -2.877 0.154  0.38
83 H 7.851 -2.721 -1.249  0.24
84 H 9.555 -0.463 0.983  0.56
85 H 8.269 0.245 1.883  0.26
86 H 8.717 -1.453 2.162  0.33
87 H 4.117 -2.251 2.437  0.39
88 H 3.947 -2.212 0.651  -0.16
89 H 3.223 -0.962 1.753  -0.40
90 H 6.345 -3.565 1.314  0.27
91 C 0.712 1.634 -0.333  -0.72
92 C -0.109 0.351 -0.617  3.05
93 C 0.419 -0.867 0.178  0.92
94 C -0.005 -0.770 1.623  1.03
95 C -1.520 -0.641 1.774  -1.31
96 C -2.002 0.651 1.064  2.03
97 N -1.508 0.531 -0.298  0.70
98 O -1.977 1.659 -0.989  1.64
99 C -3.518 0.697 1.093  -0.65
100 C -1.472 1.926 1.854  -0.51
101 C -0.129 0.080 -2.129  -0.90
102 H 0.839 1.888 0.726  -0.35
103 H 0.192 2.478 -0.833  -0.62
104 H 1.702 1.625 -0.809  0.30
105 H 0.142 -1.821 -0.259  -0.12
106 H 1.539 -0.817 0.216  -0.88
107 H 0.411 0.135 2.048  -0.59
108 H 0.392 -1.584 2.243  -0.28
109 H -1.718 -0.591 2.871  1.04
110 H -2.089 -1.483 1.382  -0.46
111 H -3.870 0.038 0.291  -0.15
112 H -3.863 0.382 2.071  0.79
113 H -3.976 1.661 0.837  -1.47
114 H -1.988 2.125 2.808  -0.41
115 H -0.414 1.951 2.058  -0.93
116 H -1.729 2.758 1.194  0.11
117 H 0.830 -0.309 -2.467  -0.69
118 H -0.512 0.967 -2.597  -0.04
119 H -0.842 -0.742 -2.203  0.11
120 H -2.512 1.250 -1.679  -0.86
121 C -4.256 -4.304 -4.256  -2.40
122 C -3.584 -5.648 -4.528  2.03
123 C -2.744 -5.384 -5.793  -1.27
124 C -1.615 -6.445 -6.018  -1.20
125 C -0.724 -6.579 -4.810  -0.53
126 C -1.559 -6.870 -3.540  1.35
127 N -2.704 -5.964 -3.408  1.11
128 O -3.637 -6.523 -2.407  -0.76
129 C -1.990 -8.380 -3.439  -2.16
130 C -0.711 -6.641 -2.284  -1.38
131 C -4.577 -6.738 -4.747  -1.76
132 H -3.633 -3.479 -4.018  0.45
133 H -4.747 -4.424 -3.306  0.37
134 H -4.928 -4.052 -5.065  0.49
135 H -3.483 -5.372 -6.643  0.51
136 H -2.305 -4.403 -5.673  0.21
137 H -1.016 -6.242 -6.915  0.44
138 H -2.082 -7.398 -6.267  0.45
139 H -0.170 -5.691 -4.536  -0.26
140 H -0.021 -7.402 -4.916  0.66
141 H -2.421 -8.712 -4.362  0.49
142 H -1.106 -8.987 -3.247  0.54
143 H -2.534 -8.565 -2.564  0.45
144 H -0.104 -5.757 -2.464  -0.10
145 H -1.445 -6.511 -1.435  0.29
146 H -0.061 -7.486 -2.099  0.45
147 H -4.123 -7.696 -4.888  0.34
148 H -5.161 -6.549 -5.647  0.44
149 H -5.231 -6.963 -3.949  0.34
150 H -3.592 -5.893 -1.707  0.30
151 C 3.707 0.362 8.380  -1.83
152 C 4.034 0.007 6.939  1.71
153 C 3.622 -1.505 6.613  -1.24
154 C 2.113 -1.611 6.428  -0.69
155 C 1.657 -0.759 5.302  -0.67
156 C 1.926 0.696 5.518  1.33
157 N 3.420 0.748 5.831  0.91
158 O 3.796 2.109 6.039  -0.39
159 C 1.775 1.476 4.263  1.43
160 C 0.987 1.172 6.583  -1.69
161 C 5.526 0.202 6.780  -1.52
162 H 2.666 0.125 8.745  0.24
163 H 3.952 1.439 8.547  0.32
164 H 4.422 -0.144 9.009  0.52
165 H 4.078 -1.757 5.676  0.13
166 H 4.060 -2.078 7.437  0.57
167 H 1.625 -1.310 7.359  0.51
168 H 1.830 -2.652 6.203  0.24
169 H 0.590 -0.845 5.081  0.57
170 H 2.050 -1.069 4.332  -0.74
171 H 2.338 2.413 4.257  -0.77
172 H 2.125 0.929 3.377  -0.84
173 H 0.724 1.805 4.114  -0.13
174 H 1.153 2.188 6.944  0.22
175 H 0.037 1.165 5.993  0.32
176 H 0.963 0.515 7.401  0.59
177 H 5.872 1.083 7.319  0.39
178 H 5.824 0.247 5.784  -0.15
179 H 5.994 -0.630 7.347  0.52
180 H 3.053 2.519 6.564  0.28
181 C -7.463 5.479 5.005  -1.26
182 C -6.260 5.207 5.900  -0.06
183 C -5.313 4.102 5.484  -0.23
184 O -4.657 4.584 4.331  0.04
185 C -3.836 3.585 3.750  -0.77
186 N -5.592 6.548 6.004  -0.73
187 H -6.975 5.831 4.097  0.11
188 H -7.931 6.237 5.550  0.43
189 H -8.036 4.609 4.748  0.33
190 H -6.673 4.955 6.833  0.53
191 H -5.819 3.116 5.329  0.09
192 H -4.630 3.946 6.315  0.32
193 H -3.223 3.000 4.477  0.43
194 H -3.218 3.993 2.964  0.30
195 H -4.426 2.796 3.263  0.07
196 H -5.254 6.899 5.116  0.25
197 H -4.801 6.605 6.643  0.26
198 C 2.890 -2.861 -2.023  0.90
199 C 4.208 -3.559 -2.385  0.26
200 C 4.058 -4.111 -3.753  -0.41
201 O 2.946 -4.917 -3.989  -0.13
202 C 2.924 -5.375 -5.335  -0.25
203 N 5.417 -2.709 -2.243  -0.07
204 H 2.099 -3.634 -2.082  0.04
205 H 2.705 -2.127 -2.813  -0.87
206 H 2.793 -2.312 -1.101  -0.03
207 H 4.352 -4.415 -1.709  0.49
208 H 5.001 -4.648 -4.081  0.33
209 H 3.963 -3.248 -4.411  -0.51
210 H 3.833 -5.894 -5.608  0.48
211 H 2.786 -4.567 -6.042  -0.06
212 H 2.037 -6.033 -5.363  -0.13
213 H 5.268 -1.951 -2.833  -0.39
214 H 5.414 -2.364 -1.289  0.17
215 C 0.678 3.623 -3.393  -0.83
216 C 0.396 4.374 -4.740  1.45
217 C 0.678 5.823 -4.580  -1.26
218 O -0.390 6.350 -3.845  -0.03
219 C -0.240 7.707 -3.439  -0.79
220 N 1.125 3.664 -5.725  -0.36
221 H 1.794 3.679 -3.337  0.36
222 H 0.295 2.603 -3.435  -0.34
223 H 0.318 4.181 -2.559  0.72
224 H -0.660 4.379 -5.046  -0.58
225 H 0.700 6.311 -5.554  0.52
226 H 1.660 5.975 -4.091  0.40
227 H -0.344 8.383 -4.302  0.30
228 H 0.792 7.887 -3.057  0.34
229 H -1.036 7.973 -2.717  0.11
230 H 1.898 3.100 -5.468  -0.09
231 H 1.349 4.203 -6.540  0.28
232 C -6.006 -5.317 1.218  -1.34
233 C -4.550 -4.953 1.616  -0.24
234 C -4.015 -3.778 0.799  0.04
235 O -3.510 -4.233 -0.444  0.22
236 C -2.871 -3.202 -1.185  -0.11
237 N -4.510 -4.362 3.003  -0.30
238 H -6.557 -4.479 1.642  0.35
239 H -6.286 -6.304 1.620  0.37
240 H -6.092 -5.350 0.138  0.28
241 H -3.864 -5.805 1.469  0.33
242 H -3.151 -3.380 1.397  -0.70
243 H -4.760 -3.029 0.640  0.78
244 H -3.656 -2.430 -1.423  0.17
245 H -2.473 -3.641 -2.115  0.01
246 H -2.041 -2.797 -0.607  -0.25
247 H -3.525 -4.528 3.356  0.07
248 H -5.006 -5.039 3.611  0.33
249 C -5.662 -1.039 4.808  -0.85
250 C -6.925 -0.920 4.024  0.45
251 C -6.763 -0.190 2.688  -0.29
252 O -6.498 1.169 2.977  0.04
253 C -6.936 2.089 1.968  -0.76
254 N -7.459 -2.276 3.629  -0.74
255 H -5.141 -0.089 4.934  0.04
256 H -4.936 -1.665 4.266  -0.06
257 H -5.735 -1.293 5.834  0.54
258 H -7.721 -0.400 4.596  0.31
259 H -7.724 -0.341 2.128  0.38
260 H -5.945 -0.636 2.125  -0.30
261 H -6.931 3.142 2.363  0.03
262 H -7.902 1.821 1.562  0.68
263 H -6.211 1.922 1.103  0.20
264 H -6.694 -2.891 3.439  0.18
265 H -7.845 -2.715 4.427  0.29
266 C -1.063 5.239 5.165  -1.56
267 C 0.301 4.835 4.617  2.77
268 C 0.897 5.989 3.713  -0.39
269 O 0.170 6.102 2.458  -0.04
270 C 0.688 7.131 1.674  -0.73
271 N 1.207 4.458 5.673  -0.25
272 H -1.030 5.770 6.159  0.30
273 H -1.585 4.303 5.358  0.24
274 H -1.586 5.777 4.374  0.35
275 H 0.150 3.938 4.031  -1.37
276 H 1.927 5.739 3.444  -0.11
277 H 0.931 6.938 4.283  0.27
278 H 0.349 6.837 0.680  0.11
279 H 1.776 7.172 1.575  0.28
280 H 0.255 8.120 1.871  0.26
281 H 1.279 5.195 6.376  0.31
282 H 2.159 4.252 5.312  -0.42
283 C 0.617 -2.656 -5.873  -1.76
284 C 1.265 -1.434 -6.515  1.79
285 C 2.472 -1.806 -7.382  -1.76
286 O 3.481 -2.338 -6.555  0.32
287 C 4.620 -2.736 -7.324  -1.17
288 N 0.353 -0.836 -7.446  -0.94
289 H -0.349 -2.442 -5.454  0.57
290 H 1.252 -3.078 -5.080  -0.13
291 H 0.650 -3.457 -6.654  0.26
292 H 1.623 -0.746 -5.736  0.21
293 H 2.795 -0.914 -7.927  0.61
294 H 2.101 -2.531 -8.126  0.45
295 H 5.103 -2.028 -8.024  0.29
296 H 4.320 -3.601 -7.884  0.41
297 H 5.355 -3.100 -6.615  0.25
298 H -0.358 -0.422 -6.878  0.09
299 H 0.884 -0.063 -7.809  0.42
300 C 3.728 0.531 -3.611  1.03
301 C 4.430 1.092 -4.852  0.06
302 C 5.579 0.147 -5.343  -0.16
303 O 6.458 -0.094 -4.275  -0.29
304 C 7.275 -1.202 -4.586  -0.35
305 N 3.495 1.437 -5.906  -0.52
306 H 3.370 -0.425 -3.890  -1.05
307 H 2.789 1.089 -3.332  -0.52
308 H 4.301 0.361 -2.673  -0.06
309 H 4.913 2.060 -4.693  0.60
310 H 6.031 0.537 -6.282  0.42
311 H 5.116 -0.787 -5.589  -0.09
312 H 7.814 -1.588 -3.726  0.13
313 H 8.080 -0.777 -5.280  0.30
314 H 6.760 -2.055 -5.020  0.02
315 H 4.072 1.848 -6.677  0.34
316 H 3.210 0.508 -6.273  -0.11
317 C -3.117 3.201 -6.376  -1.77
318 C -2.663 2.313 -5.213  1.71
319 C -3.833 1.482 -4.801  -1.72
320 O -3.402 0.907 -3.570  0.60
321 C -4.415 0.074 -3.026  -0.41
322 N -1.596 1.404 -5.738  -0.70
323 H -2.389 3.880 -6.866  0.33
324 H -4.033 3.732 -6.052  0.33
325 H -3.400 2.602 -7.245  0.44
326 H -2.323 2.920 -4.354  -0.27
327 H -4.075 0.692 -5.476  0.46
328 H -4.653 2.159 -4.634  0.37
329 H -4.110 -0.071 -1.949  -0.37
330 H -4.436 -0.855 -3.500  0.21
331 H -5.378 0.610 -3.163  0.44
332 H -1.530 0.667 -5.028  0.22
333 H -0.685 1.856 -5.636  0.31
334 C 5.731 5.762 3.944  -1.75
335 C 5.126 4.382 4.072  1.08
336 C 4.682 3.730 2.754  0.03
337 O 3.567 4.429 2.258  0.22
338 C 3.334 4.331 0.890  -0.62
339 N 6.075 3.551 4.826  -0.50
340 H 4.997 6.383 3.406  0.23
341 H 6.536 5.638 3.296  0.55
342 H 5.967 6.206 4.922  0.40
343 H 4.174 4.464 4.650  -0.54
344 H 4.520 2.627 2.821  -0.32
345 H 5.583 3.875 2.093  0.41
346 H 3.324 3.315 0.552  0.07
347 H 4.160 4.767 0.333  0.41
348 H 2.360 4.769 0.658  0.04
349 H 6.920 3.541 4.304  0.27
350 H 5.797 2.615 5.128  0.10

As for the maximum force: 2.83 eV/A. The value obtained for the energy relative to the best compared isomer or geometry (same formula, charge and spin) is 0.00 kJ/mol. Its multiplicity is 1. Its frontier orbital gap is 8.988 eV. As for the total energy: -5795.3184 Ha.